Formula: C42H84Cl42
Source: the Open Molecules 2025 dataset
Level of theory: ωB97M-V/def2-TZVPD

## Properties
- Net charge: 0
- Maximum force: 2.8 eV/A
- Relative energy (zero: lowest compared OMol25 entry of this formula, charge and spin): 1.184 eV
- HOMO level: -0.3835 Ha

Geometry (Å):
Cl: 1.1145 -1.3475 7.2294
C: 0.4793 0.2535 6.8484
C: -0.4828 0.8782 7.9215
Cl: -1.5953 -0.3019 8.5938
H: -0.0979 0.2838 5.9243
H: 1.3662 0.8594 6.6633
H: -1.0267 1.7321 7.5177
H: 0.0838 1.3664 8.7145
Cl: 4.7686 5.1986 -7.0383
C: 4.0450 4.8189 -5.4636
C: 3.3477 3.4565 -5.5841
Cl: 2.4250 3.2232 -4.0959
H: 3.2992 5.5862 -5.2558
H: 4.7780 4.8195 -4.6569
H: 4.0814 2.6529 -5.6478
H: 2.5897 3.2721 -6.3453
Cl: -1.2904 -3.9260 -2.7302
C: -0.1024 -5.1626 -3.3230
C: -0.5960 -5.7744 -4.6382
Cl: -2.2586 -6.4810 -4.2720
H: -0.0288 -5.8760 -2.5021
H: 0.8778 -4.7313 -3.5261
H: 0.0192 -6.5826 -5.0336
H: -0.6368 -4.9937 -5.3978
Cl: -4.4765 1.7924 -5.5189
C: -2.9143 2.5787 -5.4208
C: -2.0146 1.7315 -6.3379
Cl: -0.5189 2.6639 -6.6308
H: -2.4549 2.6509 -4.4350
H: -2.9806 3.5950 -5.8090
H: -2.4322 1.5173 -7.3217
H: -1.6925 0.7948 -5.8830
Cl: 3.8657 0.3448 0.4410
C: 3.7135 -0.9596 -0.8042
C: 5.0564 -1.1048 -1.4928
Cl: 5.6901 0.4692 -2.1971
H: 2.9616 -0.6169 -1.5150
H: 3.2865 -1.8957 -0.4442
H: 5.0616 -1.7144 -2.3964
H: 5.7421 -1.5525 -0.7735
Cl: -1.5012 6.7998 -5.6647
C: -1.3756 6.5622 -3.9126
C: 0.1582 6.3604 -3.5231
Cl: 1.2876 7.5468 -4.2974
H: -2.0167 5.7048 -3.7078
H: -1.6828 7.4824 -3.4157
H: 0.4801 5.3824 -3.8809
H: 0.2647 6.5065 -2.4482
Cl: -0.3400 3.0029 4.3186
C: 0.3099 4.1348 5.4435
C: 1.1506 5.2170 4.6392
Cl: 0.0261 6.2805 3.6373
H: 0.9877 3.5432 6.0590
H: -0.5242 4.4932 6.0468
H: 1.8908 4.7574 3.9844
H: 1.6990 5.8284 5.3558
Cl: -2.8931 4.9676 2.0223
C: -2.4024 3.5236 1.1489
C: -1.1902 3.7076 0.2267
Cl: -1.6446 4.6820 -1.1637
H: -3.1981 3.0627 0.5636
H: -2.1386 2.7999 1.9201
H: -0.7363 2.8135 -0.2007
H: -0.4807 4.2695 0.8342
Cl: -5.3781 -6.7460 0.0536
C: -4.1203 -5.6513 -0.5981
C: -3.2701 -5.1160 0.5687
Cl: -2.2348 -6.3739 1.3870
H: -4.6624 -4.7998 -1.0094
H: -3.5587 -6.2066 -1.3493
H: -3.7915 -4.6326 1.3948
H: -2.5312 -4.3848 0.2406
Cl: -1.0919 0.2170 1.2109
C: 0.2841 -0.4675 0.3219
C: -0.0164 -0.6296 -1.1968
Cl: 0.1476 0.9479 -2.0434
H: 0.3391 -1.4277 0.8348
H: 1.2086 0.0336 0.6087
H: -1.0417 -0.9865 -1.2942
H: 0.7852 -1.2992 -1.5087
Cl: 2.7486 -7.0939 -2.6744
C: 4.4808 -7.1048 -2.0815
C: 5.1681 -5.8978 -2.7820
Cl: 4.3680 -4.3469 -2.3610
H: 4.9044 -8.0612 -2.3882
H: 4.4595 -7.0560 -0.9928
H: 5.1273 -6.0536 -3.8600
H: 6.2169 -5.9459 -2.4891
Cl: 2.3106 -2.3111 -4.7598
C: 1.9502 -0.5713 -4.9613
C: 2.3853 -0.0285 -6.3528
Cl: 4.1424 -0.3207 -6.7485
H: 2.5775 -0.0458 -4.2412
H: 0.8832 -0.3944 -4.8261
H: 2.2011 1.0425 -6.2679
H: 1.6953 -0.4349 -7.0922
Cl: -4.7740 -3.2452 -3.9468
C: -4.2972 -2.3465 -5.4073
C: -5.3940 -1.3647 -5.9739
Cl: -4.7641 -0.6982 -7.5226
H: -3.8568 -3.0284 -6.1346
H: -3.4018 -1.8068 -5.0988
H: -5.5685 -0.5263 -5.2995
H: -6.3257 -1.8413 -6.2785
Cl: 4.5975 -4.0078 0.9293
C: 3.3372 -5.0436 1.5670
C: 1.9609 -4.4219 1.4138
Cl: 1.4066 -4.2907 -0.2048
H: 3.5010 -5.1562 2.6387
H: 3.4704 -6.0509 1.1723
H: 1.9885 -3.3909 1.7666
H: 1.2042 -5.0265 1.9138
Cl: 5.6062 -3.8028 6.6807
C: 4.6807 -3.5733 5.2719
C: 4.1622 -2.0770 5.2579
Cl: 3.3211 -1.6463 3.6962
H: 3.8339 -4.2596 5.2683
H: 5.2365 -3.8693 4.3822
H: 4.9749 -1.3506 5.2548
H: 3.5004 -1.8007 6.0788
Cl: -6.2259 0.5881 5.3653
C: -4.5395 0.8137 5.8625
C: -3.5214 0.6099 4.6915
Cl: -3.2408 -1.1149 4.4255
H: -4.3946 0.0293 6.6053
H: -4.4173 1.7715 6.3683
H: -2.5607 1.0587 4.9438
H: -3.8800 1.1223 3.7988
Cl: 3.0951 3.7106 0.6977
C: 2.9356 4.1279 -1.0584
C: 3.2213 5.6148 -1.3013
Cl: 2.1400 6.5388 -0.1932
H: 1.9546 3.8123 -1.4135
H: 3.6554 3.5137 -1.5994
H: 2.9286 5.9002 -2.3117
H: 4.1945 6.0516 -1.0772
Cl: 1.1888 -4.3653 4.8746
C: -0.5633 -4.0152 5.2734
C: -1.5153 -4.2695 4.1446
Cl: -1.1212 -3.2150 2.7443
H: -0.6829 -2.9833 5.6037
H: -0.9260 -4.4845 6.1879
H: -2.5660 -4.1580 4.4124
H: -1.3960 -5.3164 3.8657
Cl: -6.5910 -0.2531 -2.2320
C: -4.9376 0.3065 -1.8310
C: -4.3019 -0.3301 -0.6172
Cl: -3.8567 -1.9662 -0.8892
H: -5.0143 1.3884 -1.7222
H: -4.3447 0.1453 -2.7313
H: -4.9443 -0.3338 0.2634
H: -3.4134 0.2585 -0.3884
Cl: 3.3389 2.9931 5.4578
C: 4.4882 1.7721 5.0232
C: 4.9262 1.9489 3.6386
Cl: 5.6355 3.4978 3.2313
H: 4.1630 0.7809 5.3392
H: 5.4124 1.9095 5.5846
H: 4.0384 1.8817 3.0098
H: 5.6730 1.1961 3.3863
Cl: -5.6054 2.0980 1.8664
C: -6.2679 3.3842 2.9033
C: -7.7769 3.4393 2.8383
Cl: -8.3818 4.8446 3.8731
H: -5.7528 4.2814 2.5601
H: -5.9997 3.1167 3.9253
H: -8.2192 2.5055 3.1854
H: -8.3007 3.6174 1.8992